20
Properties=species:S:1:pos:R:3:forces:R:3:mulliken_charge:R:1 method="wB97M-V/def2-TZVPD" multiplicity=1 de_lowest_ev=1.673
N 1.899745 -0.857134 1.020181 2.30 -1.69 -2.45 -0.613
C 0.642144 -0.233705 0.885605 -1.13 -0.03 1.50 0.362
C -0.161322 -0.152535 2.105215 0.06 0.96 -3.54 -0.704
C -1.386685 0.522582 2.116484 3.10 -1.07 -1.23 -0.522
C -1.817156 1.218933 1.013248 1.11 -0.34 -0.77 -0.716
C -1.071609 1.167838 -0.171068 0.18 0.31 -1.21 -0.387
C 0.129798 0.374674 -0.279357 -1.45 0.99 0.79 0.562
C 0.564977 0.042247 -1.700591 1.98 0.08 1.18 0.115
O 0.045014 0.896925 -2.676080 -0.26 -2.12 -0.61 -0.572
C 0.215628 -1.389316 -1.842536 -0.45 -0.98 -1.66 -0.017
O 0.692984 -2.227101 -1.128658 -0.26 -0.34 -0.15 -0.465
H 1.963788 -1.813772 1.469819 -0.73 1.80 -0.54 0.250
H 2.485881 -1.006018 0.076487 -2.18 0.70 2.79 0.308
H 0.272979 -0.643047 2.909631 0.38 -0.69 1.70 0.477
H -1.912565 0.596889 2.992222 -1.31 -0.03 2.06 0.443
H -2.708390 1.737327 1.232409 -0.93 0.95 -0.84 0.397
H -1.375489 1.745744 -1.136392 0.18 -1.25 2.11 0.157
H 1.689721 -0.070237 -1.805898 -0.76 0.72 0.21 0.183
H 0.229940 1.744313 -2.343348 0.30 2.00 0.31 0.392
H -0.399383 -1.654609 -2.737376 -0.13 0.02 0.36 0.349

20
Properties=species:S:1:pos:R:3:forces:R:3:mulliken_charge:R:1 method="wB97M-V/def2-TZVPD" multiplicity=1 de_lowest_ev=5.444
C -2.690128 0.815872 -0.298818 0.32 -0.96 0.54 -1.647
C -1.328782 0.368479 0.157243 0.74 2.09 0.70 0.775
C -0.362099 1.368307 0.177974 -0.55 -4.14 0.46 -0.482
C 1.050171 1.235491 0.302258 0.06 -2.62 -1.09 -0.515
C 1.728390 0.114178 -0.054776 -2.91 -0.83 2.24 0.052
N 3.145957 0.110473 0.039531 1.12 -0.34 -0.85 0.949
O 3.696195 -0.987711 0.007410 0.07 0.65 0.30 -0.599
O 3.731338 1.188573 0.022554 -0.13 -0.54 0.30 -0.604
C 0.981432 -1.234228 -0.311090 -0.69 -0.45 -2.72 -0.926
C -0.290236 -1.850224 0.362619 2.66 2.07 -0.12 -0.420
C -1.274740 -1.045895 0.629761 0.96 2.51 -1.35 -0.536
H -3.141647 1.601531 0.264251 -0.68 -0.12 1.59 0.357
H -3.262201 -0.093933 -0.443322 -0.78 0.42 0.00 0.414
H -2.654749 1.396159 -1.169755 0.52 0.11 -2.08 0.416
H -0.621060 2.351630 0.053868 -1.22 2.21 -0.61 0.448
H 1.565407 2.107820 0.479728 1.37 1.72 0.49 0.509
H 1.651291 -2.059854 -0.470148 0.76 0.08 0.19 0.444
H 0.600260 -1.060426 -1.367145 0.27 -0.14 0.75 0.378
H -0.411221 -2.879131 0.567635 0.58 -1.02 0.27 0.436
H -2.113577 -1.447118 1.050227 -2.47 -0.68 0.99 0.552

20
Properties=species:S:1:pos:R:3:forces:R:3:mulliken_charge:R:1 method="wB97M-V/def2-TZVPD" multiplicity=1 de_lowest_ev=3.233
C 3.536692 -0.349078 -0.699359 0.43 0.13 -0.06 -0.109
C -2.290308 -2.229044 2.820560 -0.32 2.29 -3.56 -0.903
C -2.566570 -1.745985 1.552285 0.34 -1.77 2.23 -0.096
C -1.790397 -0.611884 1.088102 -1.23 -0.44 1.74 -0.002
C -1.649682 -0.172965 -0.143507 1.44 -0.05 -1.46 -0.513
C -0.520643 0.740222 -0.403085 -0.84 1.43 0.12 0.394
C 0.004592 0.949551 -1.625255 1.14 -0.08 -0.05 -0.551
C 1.239011 1.727473 -1.855777 2.33 1.41 1.28 0.458
N 4.295999 0.378037 -1.210145 -0.44 -0.34 0.05 -0.193
O 1.820524 2.024291 -2.897187 -1.51 -0.88 2.07 -0.576
O 1.834986 2.091662 -0.566767 -1.49 -0.56 -2.16 -0.465
H -2.625933 -3.107702 3.213896 -1.38 -2.30 0.60 0.323
H -1.644752 -1.735198 3.490456 0.87 0.91 0.41 0.239
H -3.242943 -2.322749 0.898919 0.44 0.46 0.24 0.297
H -1.334785 -0.151828 1.958541 0.57 0.42 -0.41 0.204
H -2.116074 -0.714372 -0.987194 0.22 0.49 0.47 0.281
H -0.194903 1.403865 0.463874 -0.18 -1.24 -1.23 0.283
H -0.212834 0.386519 -2.519642 -0.70 -0.14 0.03 0.301
H 4.740614 1.018732 -1.830080 0.16 0.04 -0.06 0.314
H 2.717406 2.420454 -0.748639 0.14 0.23 -0.25 0.311

20
Properties=species:S:1:pos:R:3:forces:R:3:mulliken_charge:R:1 method="wB97M-V/def2-TZVPD" multiplicity=1 de_lowest_ev=2.666
C 2.766099 0.702464 0.677220 -0.51 0.33 4.24 -1.678
C 1.309916 0.394400 0.490145 -0.11 -1.08 1.09 0.629
C 1.092344 -0.779412 -0.462140 -3.82 2.66 3.31 -0.775
C -0.151488 -1.195459 -0.616016 0.58 -1.72 -1.20 -0.649
C -1.278047 -0.381412 -0.057946 1.52 3.64 -2.97 1.579
C -2.471960 -0.457655 -0.962241 1.06 0.33 -1.94 -2.043
C -1.550142 -0.559206 1.313619 -0.08 0.03 0.67 0.075
N -1.765395 -0.698295 2.428114 -0.14 -0.10 0.72 -0.521
C -0.676071 1.384207 -0.335253 -3.50 -0.98 0.10 0.557
O -1.433300 2.236769 -0.773183 1.89 -2.15 0.89 -0.562
O 0.540492 1.553220 0.052552 1.59 0.67 -0.20 -0.306
H 3.410943 -0.163483 0.851156 -0.57 -0.29 -0.22 0.407
H 2.876204 1.296390 1.685175 0.02 -0.59 -2.25 0.331
H 3.095449 1.189363 -0.140714 1.58 2.03 -2.54 0.449
H 1.004656 0.276366 1.554640 -0.67 -0.84 -0.94 0.188
H 1.902009 -1.184093 -0.845228 3.65 -2.16 -1.89 0.682
H -0.302728 -2.132460 -1.256432 -0.36 1.52 0.94 0.308
H -3.202173 0.286221 -0.900293 -0.76 1.65 0.74 0.423
H -2.934685 -1.310219 -0.629842 -1.50 -2.55 -0.05 0.548
H -2.232125 -0.457708 -2.073342 0.13 -0.43 1.50 0.360

22
Properties=species:S:1:pos:R:3:forces:R:3:mulliken_charge:R:1 method="wB97M-V/def2-TZVPD" multiplicity=1 de_lowest_ev=2.690
O 1.097128 2.594250 -1.701689 -0.92 -0.68 0.65 -0.718
N -0.066789 2.174830 -1.543542 -0.72 -0.82 0.43 0.881
O -1.072309 2.920543 -2.173676 -0.92 -0.06 -0.35 -0.519
C -0.581073 1.066794 -0.961124 1.95 1.77 1.29 -1.052
C 0.107365 0.329255 0.152991 0.63 1.41 0.18 1.113
C -0.620916 -0.540684 0.971827 0.93 -0.52 -1.01 -0.303
C -0.089483 -1.041297 2.159960 -1.16 0.77 0.03 -0.542
C 1.087753 -0.485926 2.624462 2.02 -0.65 0.22 -0.430
C 1.910174 0.306996 1.789681 -1.21 0.78 1.07 -0.480
C 1.380978 0.744759 0.610149 -1.18 -0.97 -0.62 -0.638
H -0.836822 3.870077 -2.279819 0.81 -1.03 0.37 0.357
H -1.633737 0.882528 -0.971536 -0.35 0.70 -0.52 0.550
H -1.495268 -0.983579 0.546643 -0.75 0.03 0.15 0.313
H -0.771507 -1.698065 2.732628 0.95 0.31 -0.11 0.329
H 1.547850 -0.779282 3.568721 -0.52 -0.02 0.01 0.342
H 2.786147 0.888184 2.118589 -0.19 -1.04 0.20 0.311
H 1.936624 1.411775 0.034728 0.71 1.03 -0.94 0.489
O -0.592858 0.001587 -3.647256 -0.12 -1.25 1.49 -0.537
C -0.361411 -0.655841 -2.646315 -0.21 0.54 -2.01 0.130
O -1.249453 -1.324658 -1.888576 -2.35 0.13 -1.48 -0.409
H 0.629844 -0.843610 -2.268142 0.58 -0.06 0.19 0.463
H -2.175063 -1.169621 -2.300225 2.01 -0.35 0.77 0.348

19
Properties=species:S:1:pos:R:3:forces:R:3:mulliken_charge:R:1 method="wB97M-V/def2-TZVPD" multiplicity=1 de_lowest_ev=3.958
C -3.904658 -0.839093 0.052104 2.73 1.09 -0.62 -1.229
C -2.523980 -0.168730 0.046958 1.35 -2.33 -0.66 0.883
C -2.345781 1.299034 0.068254 -0.87 -1.39 0.79 -0.443
S -1.024541 2.094651 -0.303178 0.71 0.70 -0.26 -0.235
N -1.533803 -1.028029 -0.078183 -1.41 1.17 1.04 -0.539
C -0.277566 -0.679749 0.100196 0.12 -0.38 -0.78 0.298
C 0.929807 -0.626273 0.131357 2.14 -0.47 0.95 -0.349
C 2.186344 0.136748 0.163048 -0.14 1.06 -0.75 0.024
C 3.341804 -0.043639 -0.751148 0.50 -4.88 -1.21 -0.416
C 3.702140 0.117690 0.658188 -1.72 -2.89 0.49 -0.587
H -4.080464 -1.417812 0.912942 -0.32 -0.37 1.19 0.298
H -4.493817 -0.017708 -0.107472 -2.64 1.56 0.07 0.424
H -3.963797 -1.458058 -0.801924 -0.04 -0.79 -0.91 0.352
H -3.222869 1.799311 0.448341 -0.33 0.43 -0.09 0.295
H 1.733877 1.075620 -0.005653 0.41 1.86 0.51 0.206
H 3.793531 0.605976 -1.427555 -0.21 1.63 -1.08 0.299
H 3.397620 -1.112315 -1.210121 0.04 1.78 1.04 0.200
H 4.206320 1.002727 0.858454 0.20 1.72 0.75 0.280
H 4.079832 -0.740344 1.245389 -0.53 0.50 -0.47 0.240